Record 1
63
Properties=species:S:1:pos:R:3 method="wB97M-V/def2-TZVPD" e_above_lowest_kj_mol=0.0 mol_weight_g_mol=706.29 multiplicity=2 s_squared=0.7556 homo_lumo_gap_ev="6.3955 / 6.3717" max_force_ev_per_a=0.39 total_charge=+1
Co -0.26612 -0.17397 -0.07923
N -3.24247 1.46406 2.60364
C -2.67212 0.87246 1.55248
N -1.39467 0.78997 1.36617
C -0.52182 1.34626 2.29769
N 0.76475 1.28995 2.13538
N 1.06903 0.62104 0.96334
C 2.28685 0.46940 0.61440
C 2.47564 -0.27350 -0.64401
C 3.69946 -0.46721 -1.25167
C 3.73708 -1.17024 -2.45078
C 2.55734 -1.64673 -2.99059
C 1.36470 -1.41224 -2.31537
N 1.32798 -0.74418 -1.17250
C -1.08275 2.00058 3.47396
C -0.28513 2.57480 4.46977
C -0.87008 3.17944 5.55822
C -2.26318 3.22010 5.67402
C -3.06701 2.65817 4.70756
C -2.46947 2.04806 3.60685
H -4.24765 1.49408 2.66925
H -3.33237 0.43925 0.80866
H 3.10197 0.86475 1.21196
H 4.59830 -0.07427 -0.79596
H 4.67875 -1.34082 -2.95467
H 2.54947 -2.19590 -3.92106
H 0.40946 -1.76129 -2.68824
H 0.78927 2.53365 4.36011
H -0.25293 3.62444 6.32598
H -2.71931 3.69599 6.53163
H -4.14581 2.68739 4.79699
Br -3.80038 -2.36791 -2.77558
C -2.99978 -3.00406 -1.18719
C -3.41713 -4.23116 -0.64310
C -2.86499 -4.70427 0.51123
Br -3.45901 -6.35958 1.20775
C -1.85732 -3.96652 1.18030
C -1.22402 -4.35749 2.38320
C -0.26508 -3.56083 2.93774
C 0.08142 -2.35733 2.29548
N -0.48288 -1.96152 1.18260
C -1.44688 -2.74172 0.61418
C -2.02218 -2.23167 -0.59743
O -1.61349 -1.08569 -1.07695
H -4.18525 -4.79995 -1.14833
H -1.50636 -5.29055 2.85129
H 0.23237 -3.84122 3.85537
H 0.84442 -1.70808 2.71410
C -3.16577 2.31908 -4.01060
C -2.05360 2.34039 -3.01748
C -1.20180 3.34640 -2.60912
C -0.37134 2.76688 -1.63338
N -0.68640 1.48822 -1.46347
N -1.71707 1.25582 -2.29977
C 0.74506 3.40976 -0.87416
H -3.14524 3.22245 -4.61554
H -4.13564 2.26595 -3.51412
H -3.08227 1.46028 -4.67703
H -1.17604 4.36134 -2.96851
H -2.10663 0.31826 -2.30705
H 0.79677 4.47085 -1.10960
H 1.70526 2.96230 -1.13705
H 0.60952 3.30866 0.20374

---

Record 2
12
Properties=species:S:1:pos:R:3 method="wB97M-V/def2-TZVPD" e_above_lowest_kj_mol=463.0 mol_weight_g_mol=88.09 homo_lumo_gap_ev=11.2611 max_force_ev_per_a=3.43 total_charge=+1 smiles="CO[N+]1=C(O)C1"
C -1.07823 1.03377 -0.36684
C 0.36367 1.27647 -0.55161
C 0.94972 -1.55647 0.65142
N -0.40615 -0.00818 -0.20574
O -2.17032 1.63736 -0.54806
O -0.32562 -1.25597 0.17675
H 0.89472 1.23041 -1.49743
H 0.97491 1.55178 0.22399
H 0.87569 -1.59689 1.76017
H 1.68864 -0.76925 0.37817
H 1.21218 -2.58405 0.29632
H -2.97921 1.04102 -0.31714

---

Record 3
78
Properties=species:S:1:pos:R:3 method="wB97M-V/def2-TZVPD" e_above_lowest_kj_mol=221.7 mol_weight_g_mol=801.45 multiplicity=2 s_squared=0.7584 homo_lumo_gap_ev="5.2300 / 5.2049" max_force_ev_per_a=0.47 total_charge=-2
Sr 0.25549 0.06325 -0.40268
C -3.74534 -1.28638 3.44837
C -2.62383 -1.24099 2.40842
N -2.25024 0.08681 1.92536
C -3.36762 0.83909 1.36261
C -4.13185 0.06471 0.29999
C -1.51614 0.84708 2.94768
C -0.01015 0.65954 2.80964
N 0.42799 1.38056 1.63518
C 1.55944 2.09092 1.62233
C 1.76314 2.95075 0.50582
F 0.77360 2.98848 -0.43183
C 2.87340 3.73052 0.32642
F 2.94878 4.51566 -0.76877
C 3.91500 3.74043 1.24102
C 3.76286 2.90276 2.32897
F 4.75446 2.83388 3.24218
C 2.64958 2.11264 2.52856
F 2.65679 1.29816 3.61487
H -3.88926 -2.31443 3.78680
H -4.69468 -0.94014 3.03566
H -3.52445 -0.67748 4.32685
H -2.89256 -1.86252 1.55363
H -1.71930 -1.69665 2.81804
H -2.94516 1.74582 0.92336
H -4.07004 1.17973 2.14637
H -3.44527 -0.40484 -0.40419
H -4.78474 0.73776 -0.25907
H -4.75278 -0.72048 0.73527
H -1.84630 0.56486 3.95704
H -1.73599 1.91017 2.82229
H 0.19177 -0.42049 2.71485
H 0.48764 0.96479 3.73381
H 4.81507 4.31329 1.08215
O -5.07933 1.33277 -5.63062
C -4.57147 2.26966 -4.69223
C -3.54520 1.63928 -3.79312
C -3.01826 2.41367 -2.74093
C -2.09272 1.81306 -1.92504
N -1.65865 0.55707 -2.06773
C -2.12810 -0.19597 -3.09364
C -3.10996 0.35920 -3.96968
C -1.64107 -1.51667 -3.28643
C -1.74929 -2.24195 -4.47559
C -0.96826 -3.34073 -4.75857
C -1.10275 -4.08371 -6.04133
O -2.22050 -5.00173 -6.05919
C 0.14440 -3.56746 -3.87105
C 0.23602 -2.95921 -2.68340
N -0.91943 -2.21404 -2.23686
H -5.68329 1.79561 -6.21587
H -5.38426 2.67138 -4.07366
H -4.10117 3.11554 -5.21049
H -3.32587 3.43661 -2.56880
H -1.65972 2.37025 -1.09751
H -3.52937 -0.23652 -4.76434
H -2.41053 -1.86885 -5.25005
H -0.18302 -4.64828 -6.23454
H -1.26540 -3.41392 -6.89181
H -2.41315 -5.17616 -5.13179
H 0.97909 -4.17859 -4.19834
H 1.07425 -2.96658 -1.99915
S 2.28740 -1.72881 0.54285
C 3.63239 -0.63084 0.29754
C 4.67320 -0.66633 1.23216
C 5.79523 0.14561 1.14448
C 6.82695 0.04174 2.13084
N 7.66076 -0.06806 2.91807
C 5.89604 1.04763 0.07374
C 4.87433 1.09615 -0.86377
C 3.73724 0.28394 -0.79404
S 2.54711 0.46158 -2.06595
C 7.00933 1.93629 -0.05710
N 7.89175 2.66735 -0.17798
H 4.58672 -1.35718 2.06008
H 4.94445 1.79920 -1.68340
S -0.99688 -3.26427 0.24750
C -1.41470 -2.39730 -1.04616

---

Record 4
59
Properties=species:S:1:pos:R:3 method="wB97M-V/def2-TZVPD" e_above_lowest_kj_mol=0.0 mol_weight_g_mol=606.16 multiplicity=4 s_squared=3.7659 homo_lumo_gap_ev="8.7713 / 7.1152" max_force_ev_per_a=6.79 total_charge=+1
C -0.71895 -1.57105 3.03651
C -0.86026 -2.03532 1.69879
C 0.45496 -2.30727 1.19020
H -1.78815 -2.19714 1.17616
C 1.40689 -1.96916 2.20245
C 0.68442 -1.49032 3.35109
H 1.12346 -1.18261 4.29073
H -1.52932 -1.36248 3.70973
H 0.68753 -2.73316 0.22501
H 2.47803 -2.07209 2.12925
Re 0.27302 -0.21447 1.70235
Cl 2.13995 1.29516 1.40461
P 0.18163 -0.02029 -0.80502
C 1.30645 -1.16203 -1.71475
C 0.90045 -1.84146 -2.87305
H -0.14749 -1.88379 -3.16020
C 1.83242 -2.48706 -3.68882
H 1.48402 -2.95697 -4.60919
C 3.17748 -2.51832 -3.32407
H 3.91347 -2.98265 -3.98767
C 3.57129 -1.95171 -2.10508
H 4.61084 -2.01919 -1.78428
C 2.64583 -1.29007 -1.28697
H 2.95648 -0.86397 -0.33164
C -1.39815 -0.50337 -1.62855
C -1.90837 -1.80426 -1.41857
H -1.34341 -2.53865 -0.83630
C -3.12943 -2.17908 -1.97915
H -3.58241 -3.12824 -1.68400
C -3.75043 -1.35821 -2.93025
H -4.65451 -1.69566 -3.44054
C -3.18467 -0.11425 -3.22822
H -3.62081 0.51499 -4.00262
C -2.06623 0.34603 -2.52210
H -1.71237 1.36605 -2.67472
C 0.57487 1.54397 -1.66349
C 1.32191 1.59547 -2.84838
H 1.83580 0.70470 -3.21448
C 1.41892 2.78890 -3.57571
H 1.92964 2.78294 -4.53945
C 0.86717 3.96891 -3.06887
H 0.93666 4.89992 -3.63695
C 0.22057 3.94311 -1.82707
H -0.19030 4.85845 -1.40101
C 0.06990 2.74640 -1.12186
H -0.44056 2.73094 -0.15735
C -1.77971 1.05248 5.15879
C -0.71925 1.69725 4.25370
C 0.68849 1.47241 4.80129
C -0.84217 1.25462 2.75348
H -1.70038 -0.04221 5.13738
H -2.78699 1.35872 4.84938
H -1.64995 1.36710 6.20309
H -0.90136 2.78734 4.24876
H 0.77376 0.52565 5.34571
H 1.41517 1.48464 3.97993
H 0.98648 2.26774 5.50007
H -0.57586 2.12486 2.14379
H -1.88650 0.99777 2.57812